The following is a DFT calculation (ωB97M-V with the def2-TZVPD basis set) of a molecular structure, C3H4Br2N2O3.

Structure (XYZ):
```
14
Properties=species:S:1:pos:R:3:forces:R:3:lowdin_charge:R:1
C -0.355237 0.301014 1.030286 0.01 0.02 -1.14 -0.60
C -0.837589 0.773528 -0.351692 -0.10 0.06 0.88 -0.19
C -1.913268 1.820316 -0.210677 0.37 -0.59 -5.58 -1.12
N 0.643198 -0.598462 0.966055 0.41 -0.38 0.21 0.17
N -2.401533 2.305561 -1.537406 1.90 -1.97 4.50 -0.64
O -0.833216 0.703953 2.059259 -0.12 0.09 0.82 -0.02
O -1.890500 1.806870 -2.505524 1.78 -1.69 -3.25 -0.02
O -3.253498 3.144627 -1.528166 -2.78 2.75 0.24 -0.08
Br -1.273517 3.412105 0.692581 -0.36 1.09 1.81 1.00
Br -3.495539 1.138038 0.675596 -0.91 0.42 1.69 1.01
H -1.230272 -0.083552 -0.907099 0.01 0.15 -0.08 0.13
H 0.007713 1.188523 -0.908371 -0.15 -0.01 -0.08 0.13
H 1.029689 -0.921640 0.097448 -0.06 0.05 -0.01 0.11
H 1.016781 -0.962796 1.826998 -0.01 0.01 -0.03 0.12
```
Forces are in eV/Å.

Results
LUMO (alpha / beta): -0.408 / -5.571 eV
spin multiplicity: 3
highest occupied orbital energy (alpha / beta): -5.7 / -9.7 eV

The following is a DFT calculation (ωB97M-V with the def2-TZVPD basis set) of a molecular structure, C3H4Br3NO.

Structure (XYZ):
```
12
Properties=species:S:1:pos:R:3:forces:R:3:lowdin_charge:R:1
C 1.189459 1.576068 -0.139823 0.02 0.50 -1.39 -0.38
C 0.475425 -0.771034 -0.346414 -1.28 0.86 1.69 -0.12
C -1.353163 -0.837299 0.730106 1.95 -0.47 -3.16 -1.68
N 0.608667 0.550187 -0.872271 -0.55 -2.73 -0.14 -0.07
O 1.630248 1.412807 0.965530 -0.11 0.24 -0.12 0.04
Br -1.980461 0.934155 0.564690 -0.49 0.29 0.20 0.64
Br -2.423948 -2.073213 -0.396873 0.19 0.36 0.63 0.50
Br -1.194603 -1.394175 2.513782 0.20 -0.22 0.18 0.63
H 1.289684 2.529438 -0.769162 -0.25 -0.93 0.94 0.15
H 0.669808 -1.598463 -1.074284 -1.04 0.78 0.63 0.11
H 1.006314 -0.892389 0.572198 0.70 -0.04 0.25 0.05
H 0.082569 0.563919 -1.747477 0.66 1.36 0.31 0.14
```
Forces are in eV/Å.

Results
LUMO: -0.116 eV
spin multiplicity: 1
highest occupied orbital energy: -9.1 eV

The following is a DFT calculation (ωB97M-V with the def2-TZVPD basis set) of 2 unconnected molecules or ions with the total composition C3H4BrCl.

Structure (XYZ):
```
9
Properties=species:S:1:pos:R:3:forces:R:3:lowdin_charge:R:1
C 1.131543 0.339086 -0.697941 3.26 1.32 -2.43 -0.60
C -0.026385 -0.112702 -0.848098 -3.09 -0.90 4.62 -0.79
C -0.881108 -0.343459 1.328435 -0.10 2.00 -4.38 0.12
Cl -1.204285 -0.423074 -1.914458 -0.67 -0.42 -1.31 0.75
Br 2.333234 0.777854 -2.239525 -0.61 -0.22 0.49 0.52
H 1.605534 0.681660 0.155563 0.70 0.11 1.49 0.01
H -0.303648 -1.008430 1.883114 0.71 -1.21 0.55 0.00
H -1.700057 -0.592922 0.676190 -0.47 -0.77 0.82 -0.03
H -0.954829 0.681987 1.656719 0.25 0.09 0.16 0.02
```
Forces are in eV/Å.

Results
ΔE to the lowest compared entry with this formula, charge and spin: 3.766 eV
LUMO: -0.445 eV
spin multiplicity: 1
highest occupied orbital energy: -8.9 eV

Across the entries above, max |F| takes the values 5.62, 3.75, 5.63 eV/A, respectively.
Across the entries above, calculated total energy takes the values -152375.7218, -216838.7196, -85736.4280 eV, respectively.